[1]
This record from the Open Molecules 2025 dataset describes one molecule with the formula C10H23BO2. The level of theory is ωB97M-V with the def2-TZVPD basis set.

```
36
Properties=species:S:1:pos:R:3:forces:R:3
B 0.868 -0.060 -0.662 -2.181 -0.381 1.938
C 3.349 0.923 -0.629 -0.923 -1.736 2.341
C 2.412 0.309 1.643 -0.453 0.601 -3.147
C -2.915 -1.756 0.052 -1.070 -0.326 -0.985
C -0.848 -2.600 -0.989 -2.620 -0.832 0.700
C -0.255 1.950 1.187 -3.063 -0.803 -0.681
C -1.747 1.880 -0.764 -0.836 -1.662 -2.250
C 2.276 -0.021 0.076 0.142 0.882 1.243
C -1.664 -1.305 -0.645 0.723 0.147 -1.701
C -1.313 1.069 0.440 -1.598 0.390 0.979
C -0.823 -0.314 0.207 3.590 -1.396 -1.460
O 0.775 0.128 -2.003 -3.674 -1.230 1.905
O -0.679 -0.905 1.553 0.098 0.975 -0.873
H 2.784 1.646 -1.170 0.323 0.661 -1.048
H 4.079 0.276 -1.094 0.149 0.535 -0.823
H 3.810 1.407 0.241 0.304 0.263 -0.706
H 3.440 0.153 1.840 0.810 -0.714 0.930
H 2.267 1.357 1.724 0.008 1.154 0.219
H 1.661 -0.096 2.245 -0.686 -1.272 1.083
H -3.738 -1.035 0.134 0.353 0.054 0.062
H -2.518 -2.005 1.004 -0.451 -0.423 1.226
H -3.338 -2.673 -0.425 0.325 0.651 0.316
H -1.422 -3.101 -1.847 1.070 0.467 1.225
H 0.076 -2.230 -1.320 1.606 -0.332 -0.512
H -0.807 -3.348 -0.110 0.224 1.169 -1.323
H 0.696 1.880 0.766 1.278 0.382 -1.039
H -0.659 2.933 1.304 0.098 0.897 -0.374
H -0.201 1.589 2.143 0.513 -1.041 2.597
H -0.930 2.498 -0.946 1.015 1.775 -0.559
H -1.856 1.369 -1.779 0.003 -0.034 1.474
H -2.679 2.426 -0.651 0.138 0.256 0.386
H 2.604 -1.050 0.049 0.260 -0.639 -0.436
H -1.797 -0.888 -1.690 -0.238 0.056 1.292
H -2.233 0.876 1.072 0.915 0.655 -0.130
H 1.523 0.439 -2.391 3.584 1.276 -1.886
H -0.199 -1.721 1.439 0.266 -0.425 0.018
```
Forces are in eV/Å.

Values from the calculation:
Multiplicity: 1
E_HOMO, eV: -8.60
Relative energy (zero: lowest compared OMol25 entry of this formula, charge and spin), kJ/mol: 186.9
SMILES: CC(C)B(O)C(O)(C(C)C)C(C)C
Orbital gap, eV: 9.19

***

[2]
This record from the Open Molecules 2025 dataset describes a 2-piece molecular cluster, CH6N6O2 overall. The level of theory is ωB97M-V with the def2-TZVPD basis set.

```
15
Properties=species:S:1:pos:R:3:forces:R:3
C -0.209 0.195 -0.287 1.475 1.967 3.869
N 2.213 -1.438 1.018 -0.097 0.097 -0.278
N -1.698 -1.044 0.897 0.428 -0.509 2.205
N -1.369 0.177 0.372 -4.736 2.769 0.926
N 0.396 1.290 -0.768 0.657 2.417 -0.877
N 2.006 -2.412 0.510 0.623 0.429 1.143
N -0.128 2.578 -0.515 -3.225 -3.399 -0.186
O 0.201 -0.939 -0.670 1.818 -3.803 -3.559
O 1.857 -3.499 0.094 -0.353 -0.559 -0.700
H -1.807 -1.657 0.130 -0.196 -0.963 -0.582
H -0.835 -1.330 1.407 -0.743 -0.481 -0.049
H 1.290 1.303 -1.174 1.127 -0.798 -0.191
H -0.698 2.624 -1.341 -1.066 1.188 -0.088
H -1.779 0.939 0.970 1.288 -0.861 -1.354
H 0.558 3.213 -0.642 3.000 2.505 -0.280
```
Forces are in eV/Å.

Values from the calculation:
Multiplicity: 3
E_HOMO (alpha / beta), eV: -3.76 / -8.90
Relative energy (zero: lowest compared OMol25 entry of this formula, charge and spin), kJ/mol: 13.6
Orbital gap (alpha / beta), eV: 4.51 / 6.05

***

[3]
This record from the Open Molecules 2025 dataset describes an isolated ion of composition C25H53N4O3 and charge +1. The level of theory is ωB97M-V with the def2-TZVPD basis set.

```
85
Properties=species:S:1:pos:R:3:forces:R:3
C 6.023 -0.091 -1.921 -0.069 -0.031 -0.028
C 5.742 0.688 -0.638 -0.124 0.024 -0.070
C 5.386 -0.218 0.543 0.021 -0.068 0.023
C 3.910 -0.620 0.573 -0.022 0.023 -0.102
C 3.624 -1.853 1.443 -0.001 -0.095 -0.080
C 2.254 -1.824 2.120 -0.049 0.019 0.034
C 1.145 -2.365 1.213 0.061 0.075 -0.115
C -0.272 -2.088 1.722 -0.041 -0.037 0.134
C -0.893 -0.696 1.442 0.071 -0.025 -0.082
C 0.032 0.308 0.758 0.057 0.157 0.178
N -0.630 1.499 0.272 -0.317 -0.224 -0.346
C -1.947 1.855 0.765 0.179 -0.054 0.186
C -1.841 2.663 2.124 -0.058 0.019 -0.081
N -0.498 3.093 2.462 0.108 0.015 0.238
C -2.614 2.747 -0.293 -0.007 0.009 0.001
C -1.817 4.016 -0.661 0.061 -0.026 0.060
C -1.344 4.067 -2.124 -0.052 -0.029 -0.048
C -0.009 3.389 -2.458 -0.010 -0.119 0.049
C 1.160 3.790 -1.561 0.045 0.062 -0.185
N 1.387 5.235 -1.676 -0.025 -0.020 0.245
C -2.870 0.614 1.003 -0.027 -0.062 -0.042
N -2.242 -0.737 0.698 0.104 -0.167 -0.064
C -3.168 -1.798 1.325 -0.065 0.063 0.160
C -3.592 -3.025 0.520 -0.060 -0.031 -0.005
C -2.744 -4.296 0.621 0.169 0.115 -0.005
C -3.570 -5.435 0.046 0.752 0.238 -0.447
O -4.493 -5.893 0.624 -0.960 -0.383 0.676
O -3.241 -5.884 -1.174 0.248 0.014 -0.289
C -2.172 -0.892 -0.802 -0.095 0.051 -0.068
C -1.282 -2.021 -1.366 0.117 -0.077 0.243
C -0.078 -1.507 -2.170 -0.057 -0.012 -0.218
O -2.062 -2.941 -2.121 -0.160 0.023 -0.141
H 6.363 0.563 -2.725 -0.031 -0.005 0.037
H 5.126 -0.606 -2.278 0.050 -0.010 0.024
H 6.792 -0.849 -1.759 -0.002 0.057 0.003
H 4.905 1.376 -0.815 0.095 0.049 0.037
H 6.602 1.313 -0.390 0.017 -0.084 0.004
H 5.636 0.285 1.482 -0.024 -0.102 0.006
H 5.996 -1.128 0.501 0.040 0.087 0.003
H 3.581 -0.804 -0.458 -0.071 0.021 0.062
H 3.324 0.231 0.943 0.034 -0.006 -0.066
H 4.412 -1.970 2.191 -0.059 0.131 0.036
H 3.678 -2.748 0.812 0.124 -0.013 0.112
H 2.263 -2.411 3.044 -0.004 -0.005 -0.058
H 2.026 -0.794 2.415 0.044 -0.084 0.068
H 1.283 -1.981 0.197 0.003 -0.079 0.164
H 1.267 -3.449 1.137 0.002 0.025 -0.011
H -0.266 -2.232 2.807 -0.014 -0.008 -0.053
H -0.943 -2.858 1.341 0.137 0.112 0.153
H -1.194 -0.269 2.401 -0.003 -0.012 -0.043
H 0.798 0.569 1.496 -0.067 0.023 -0.043
H 0.560 -0.155 -0.077 -0.040 0.047 0.075
H -0.606 1.553 -0.735 0.100 0.053 0.055
H -2.239 2.048 2.935 0.026 0.022 0.010
H -2.516 3.519 2.036 -0.003 -0.067 0.068
H -0.232 2.790 3.389 -0.009 0.012 -0.056
H -0.390 4.098 2.445 -0.026 -0.053 -0.118
H -3.602 3.019 0.091 0.015 -0.018 -0.053
H -2.800 2.154 -1.200 0.027 -0.008 0.044
H -2.441 4.893 -0.480 -0.028 -0.056 0.007
H -0.962 4.103 0.016 -0.025 0.046 -0.077
H -1.279 5.110 -2.440 0.071 -0.011 0.069
H -2.122 3.619 -2.751 0.013 0.123 -0.020
H -0.112 2.292 -2.469 0.001 0.058 0.057
H 0.252 3.666 -3.482 -0.024 -0.047 0.006
H 0.994 3.444 -0.533 0.011 0.057 -0.014
H 2.062 3.284 -1.917 -0.055 0.003 -0.014
H 2.329 5.480 -1.397 -0.035 -0.040 -0.019
H 0.766 5.743 -1.054 0.022 0.021 -0.099
H -3.794 0.674 0.423 0.084 -0.047 -0.051
H -3.146 0.534 2.052 -0.079 0.112 0.006
H -2.695 -2.091 2.260 -0.090 0.010 0.028
H -4.074 -1.257 1.585 -0.006 0.049 -0.082
H -4.582 -3.277 0.908 0.056 -0.037 0.033
H -3.741 -2.790 -0.534 -0.088 -0.037 0.145
H -2.547 -4.546 1.666 -0.029 0.013 -0.040
H -1.786 -4.200 0.102 -0.168 -0.130 0.047
H -2.490 -5.403 -1.547 -0.096 0.062 0.044
H -1.875 0.068 -1.206 0.027 0.020 0.065
H -3.205 -1.069 -1.104 0.091 0.115 -0.087
H -0.933 -2.635 -0.533 0.097 0.263 -0.273
H -0.131 -1.924 -3.177 0.052 0.034 0.022
H -0.054 -0.419 -2.264 -0.024 -0.043 0.008
H 0.872 -1.831 -1.744 -0.079 0.011 -0.064
H -2.414 -2.512 -2.912 0.148 -0.080 0.030
```
Forces are in eV/Å.

Values from the calculation:
Multiplicity: 1
E_HOMO, eV: -11.44
SMILES: CCCCCCCC[C@H]1CN[C@@](CN)(CCCCCN)C[N@@+]1(CCCC(=O)O)C[C@H](C)O
Orbital gap, eV: 9.15
Charge: +1

***

[4]
This record from the Open Molecules 2025 dataset describes a 2-piece molecular cluster, C5H10O2 overall. The level of theory is ωB97M-V with the def2-TZVPD basis set.

```
17
Properties=species:S:1:pos:R:3:forces:R:3
C -0.269 0.232 -1.489 -0.815 -0.524 -0.579
C -1.585 -0.081 -1.609 2.247 2.198 -1.761
C 1.176 -1.672 1.498 -1.097 3.389 -0.409
O 0.163 -1.419 2.497 0.604 -1.253 0.714
C 0.402 -1.507 0.139 3.405 1.621 1.514
C 0.675 -0.335 -0.498 -2.021 0.131 1.269
H 0.148 0.964 -2.180 -0.125 -0.119 0.007
H -2.118 -0.678 -0.969 -0.925 -1.570 1.587
H -2.171 0.374 -2.415 0.282 -0.091 0.312
H 1.903 -0.788 1.688 -0.672 -1.605 -0.997
H 1.691 -2.581 1.692 0.055 -0.986 0.140
H -0.571 -0.976 2.089 -0.351 0.338 -0.347
H -0.329 -2.269 -0.058 -0.211 -0.005 -0.589
H 1.335 0.450 -0.004 -0.368 -1.500 -0.834
H -0.613 2.791 0.130 0.643 -0.442 -0.078
H 0.543 3.820 -0.368 -0.193 -0.763 0.250
O -0.382 3.674 -0.144 -0.459 1.181 -0.202
```
Forces are in eV/Å.

Values from the calculation:
Multiplicity: 1
E_HOMO, eV: -9.29
Relative energy (zero: lowest compared OMol25 entry of this formula, charge and spin), kJ/mol: 332.7
SMILES: C=C/C=C/CO.O
Orbital gap, eV: 9.64

***

[5]
This record from the Open Molecules 2025 dataset describes a 2-piece molecular cluster, H2O2S overall. The level of theory is ωB97M-V with the def2-TZVPD basis set.

```
5
Properties=species:S:1:pos:R:3:forces:R:3
O -1.316 0.435 -0.375 1.184 -0.823 1.117
O 0.021 0.274 0.816 0.080 -0.677 -1.534
S 1.353 -0.314 0.137 -1.725 -1.243 0.201
H -1.094 1.341 -0.580 0.117 0.747 -0.154
H 1.036 -1.737 0.002 0.344 1.995 0.369
```
Forces are in eV/Å.

Values from the calculation:
Multiplicity: 1
E_HOMO (alpha / beta), eV: -10.19 / -9.97
Relative energy (zero: lowest compared OMol25 entry of this formula, charge and spin), kJ/mol: 53.5
Orbital gap (alpha / beta), eV: 8.78 / 9.07

***

[6]
This record from the Open Molecules 2025 dataset describes a 2-piece molecular cluster, C3H5BrSi overall. The level of theory is ωB97M-V with the def2-TZVPD basis set.

```
10
Properties=species:S:1:pos:R:3:forces:R:3
C 0.509 -0.213 0.287 -2.271 1.673 1.874
C 1.151 -1.434 -0.030 -0.080 -0.361 -0.372
C 1.869 -2.391 -0.186 -0.531 -0.041 0.208
Si -1.751 1.455 -0.231 4.139 0.106 -2.399
Br 1.846 1.212 -0.024 -0.489 -0.170 0.524
H 0.005 -0.289 1.342 1.677 0.554 -1.831
H 2.422 -3.301 -0.171 0.060 0.102 -0.223
H -2.104 0.901 -1.554 -0.039 0.433 0.011
H -1.282 2.943 -0.122 -0.317 -1.499 -0.194
H -2.665 1.117 0.690 -2.149 -0.796 2.401
```
Forces are in eV/Å.

Values from the calculation:
Multiplicity: 1
E_HOMO (alpha / beta), eV: -7.92 / -7.92
Relative energy (zero: lowest compared OMol25 entry of this formula, charge and spin), kJ/mol: 504.9
Orbital gap (alpha / beta), eV: 6.80 / 6.80

***

[7]
This record from the Open Molecules 2025 dataset describes C2H3BrCl3N as an isolated structure. The level of theory is ωB97M-V with the def2-TZVPD basis set.

```
10
Properties=species:S:1:pos:R:3:forces:R:3
C -0.580 -0.538 0.477 2.025 3.527 -1.978
C 0.202 0.332 -1.076 -1.451 -1.840 1.223
N -0.008 0.130 1.564 0.458 2.030 -0.471
Cl -0.112 -2.143 0.368 -0.356 -1.505 -0.093
Cl 1.905 -0.065 -1.218 -0.259 0.001 0.095
Cl -0.013 2.064 -0.920 -0.085 0.035 0.031
Br -0.849 -0.385 -2.549 0.271 0.236 -0.014
H -1.592 -0.192 0.367 -0.643 -0.788 -0.525
H 0.191 1.126 1.174 -0.321 -1.947 1.597
H 0.855 -0.329 1.812 0.361 0.250 0.135
```
Forces are in eV/Å.

Values from the calculation:
Multiplicity: 1
E_HOMO, eV: -9.36
Relative energy (zero: lowest compared OMol25 entry of this formula, charge and spin), kJ/mol: 85.1
Orbital gap, eV: 9.74

***

[8]
This record from the Open Molecules 2025 dataset describes C27H37N5O4Re as an isolated structure. The level of theory is ωB97M-V with the def2-TZVPD basis set.

```
74
Properties=species:S:1:pos:R:3:forces:R:3
Re -0.195 -0.232 -0.316 1.175 1.281 0.913
C 4.566 0.037 -0.661 0.377 -0.814 -0.512
N 3.930 1.150 0.003 -1.647 -0.133 -0.108
C 4.851 2.106 0.578 0.631 0.781 0.640
C 2.620 1.252 0.088 1.299 0.949 0.786
O 1.853 0.366 -0.404 -2.336 -1.425 -0.327
C 1.983 2.461 0.765 0.166 0.090 -0.295
O 0.654 2.152 1.131 -0.186 -0.593 -0.194
C 0.397 2.005 2.513 -0.187 0.119 0.232
C -0.206 0.642 2.828 -0.025 0.708 1.111
O -0.363 -0.209 1.900 0.149 -0.667 -1.917
N -0.574 0.401 4.070 0.201 0.028 -1.425
C -0.378 1.317 5.172 0.377 0.700 0.865
C -1.188 -0.847 4.465 -0.393 -0.860 0.188
H 5.260 -0.455 0.026 -0.149 0.059 0.010
H 5.154 0.410 -1.503 -0.111 -0.014 0.034
H 3.823 -0.675 -1.013 0.130 0.051 0.043
H 5.012 1.900 1.641 -0.099 -0.015 -0.081
H 4.521 3.134 0.453 -0.019 -0.010 -0.069
H 5.822 2.001 0.094 -0.174 0.027 -0.086
H 1.936 3.283 0.038 0.143 -0.109 0.102
H 2.578 2.798 1.619 -0.116 -0.062 -0.101
H -0.322 2.785 2.793 0.150 -0.115 0.100
H 1.306 2.134 3.112 -0.100 0.066 -0.040
H -0.420 2.365 4.888 -0.103 -0.030 -0.129
H 0.586 1.135 5.655 -0.026 -0.066 -0.076
H -1.147 1.139 5.926 -0.002 0.036 -0.200
H -1.099 -1.598 3.684 0.018 0.064 0.059
H -2.242 -0.685 4.704 0.074 0.049 -0.088
H -0.706 -1.211 5.373 0.068 -0.005 -0.094
C 0.534 -3.203 1.228 0.036 0.089 0.126
C 0.910 -3.218 -0.211 0.067 -0.927 0.455
C 1.469 -4.384 -0.751 -0.077 0.370 -0.160
C 1.796 -4.432 -2.089 -0.119 0.003 0.230
C 1.536 -3.316 -2.881 -0.189 0.689 0.260
C 0.970 -2.184 -2.301 0.540 -0.736 -0.667
N 0.687 -2.147 -0.972 -1.340 1.479 0.080
C 0.600 -0.988 -3.064 0.209 -0.186 -0.567
C 0.876 -0.796 -4.417 -0.113 0.044 0.446
C 0.470 0.383 -5.027 0.002 0.001 0.265
C -0.232 1.326 -4.290 -0.035 -0.075 0.514
C -0.497 1.083 -2.943 0.069 0.334 -0.522
N -0.064 -0.052 -2.352 -0.111 -0.076 0.176
C -1.301 1.962 -2.082 -0.226 0.913 -0.584
C -1.868 3.155 -2.525 0.400 -0.660 0.222
C -2.735 3.847 -1.680 -0.069 -0.074 0.142
C -3.087 3.273 -0.479 0.407 -0.204 -0.178
C -2.494 2.064 -0.084 -0.759 0.487 0.375
C -3.018 1.400 1.136 0.101 -0.196 0.230
N -1.557 1.485 -0.835 0.835 -2.027 -0.108
H 1.318 -3.670 1.818 0.082 -0.028 0.080
H 0.376 -2.194 1.597 -0.039 -0.154 0.113
H -0.359 -3.811 1.381 -0.105 0.007 0.024
H 1.622 -5.243 -0.115 0.046 0.017 0.108
H 2.225 -5.330 -2.512 0.025 0.001 -0.096
H 1.773 -3.341 -3.932 -0.044 0.040 -0.107
H 1.405 -1.534 -4.997 0.043 -0.116 0.055
H 0.705 0.567 -6.064 -0.037 -0.008 -0.116
H -0.559 2.238 -4.760 -0.083 0.069 -0.025
H -1.672 3.536 -3.515 0.083 -0.017 -0.018
H -3.164 4.793 -1.984 -0.036 -0.003 -0.075
H -3.834 3.725 0.158 0.010 0.004 0.064
H -4.033 1.057 0.924 -0.025 -0.046 0.022
H -2.417 0.545 1.425 -0.173 0.061 0.089
H -3.102 2.104 1.959 0.017 0.080 0.096
C -4.258 -2.550 -0.306 0.179 0.276 0.035
C -3.070 -1.941 -1.021 -0.775 -0.508 -1.102
O -2.133 -1.374 -0.070 1.450 0.650 0.606
H -4.935 -2.973 -1.046 -0.003 -0.040 -0.049
H -4.814 -1.811 0.265 -0.042 0.104 0.011
H -3.966 -3.358 0.364 0.095 -0.132 0.012
H -3.377 -1.127 -1.683 0.086 0.007 0.136
H -2.559 -2.701 -1.624 0.078 0.169 0.151
H -2.183 -1.923 0.733 0.255 0.227 -0.091
```
Forces are in eV/Å.

Values from the calculation:
Multiplicity: 2
E_HOMO (alpha / beta), eV: -19.99 / -19.98
Relative energy (zero: lowest compared OMol25 entry of this formula, charge and spin), kJ/mol: 139.3
Orbital gap (alpha / beta), eV: 5.63 / 5.94
Charge: +4

***

Asked for maximum force across the records above, the calculation gives 4.32 5.56 1.23 4.06 2.14 4.79 4.52 2.76 eV/Å in order.